Below is C16H21BrCl39FP as an isolated structure at a distorted geometry, with properties calculated with ωB97M-V/def2-TZVPD.

XYZ file:
```
79
Properties=species:S:1:pos:R:3:forces:R:3
H -2.208210 0.990531 3.502249 0.17 1.64 -2.37
Cl 3.532332 -7.910551 -2.048347 0.03 0.17 -0.20
H -5.459993 -1.643628 3.899193 -0.19 -0.31 -0.09
Cl -2.546530 -3.659724 2.932457 0.49 0.01 -0.23
Cl -5.812623 5.195904 0.162664 0.11 -0.15 0.13
Cl 6.756838 3.624836 5.453239 -0.13 0.27 -0.12
H -0.029807 2.243316 1.468244 -1.63 0.33 2.13
Cl -7.431593 1.088630 0.540162 -1.03 -0.36 -0.27
H -5.153406 0.975991 1.054802 0.46 0.60 1.40
C 1.266628 0.338717 -2.356526 0.09 -0.03 -0.41
Cl -1.167149 -3.808474 0.371397 -0.21 0.20 0.72
Cl 0.892347 -3.553627 -4.721708 -0.73 0.13 -0.56
H 3.260728 -7.010616 -4.209635 0.10 0.17 0.34
Cl -1.748660 -2.328486 -4.632492 0.04 -0.11 0.05
Cl -6.861792 6.002032 -2.432185 0.06 0.08 0.35
H -7.796928 0.464534 -1.702983 0.15 0.24 0.25
H -1.207692 -4.622145 -4.667665 0.14 0.31 0.17
Cl 2.101341 -5.495639 -2.825679 0.42 -0.71 0.19
C -0.972646 -3.810844 2.132597 0.16 0.03 0.11
Cl -5.696890 1.533052 -1.757026 -0.07 -0.05 0.19
Cl -6.267149 -2.502024 1.858014 0.09 0.12 0.07
C -2.091016 1.625540 2.498223 0.85 0.98 0.84
H -0.857973 3.648563 2.431801 0.33 -2.64 0.33
H 6.540007 5.958067 5.200888 -0.20 -0.30 -0.15
P -5.050923 1.943298 2.142407 0.90 -0.37 1.84
Cl 2.267602 -1.920720 4.256040 -0.24 0.31 -0.06
Cl -0.842356 -3.998049 -2.424520 0.08 0.01 -0.69
Cl 1.969672 -0.826194 -3.491592 -0.14 0.44 0.39
Cl 5.732851 5.099671 3.159709 0.58 0.20 0.13
H 3.449107 5.061817 2.877790 -0.42 -0.32 0.01
H -3.298696 3.594360 3.098717 0.00 -2.11 -1.51
Cl 1.552579 4.693051 1.527972 0.26 0.14 -0.01
C 7.283081 -5.262657 -6.079545 0.01 -0.01 0.05
C -6.072646 -2.504393 3.619214 0.01 -0.09 0.24
Cl 3.402713 2.720693 2.609939 -0.18 0.14 0.01
Cl 1.109382 -0.380463 -0.744764 -0.08 0.05 -0.97
Cl -5.486212 7.942320 -0.750808 -0.22 -0.35 0.07
C -0.662806 2.473128 2.448728 0.25 0.09 -0.24
Cl -5.243162 -3.976859 4.151544 -0.50 0.28 0.08
C 3.409757 -3.159739 0.071259 0.14 -0.02 -0.09
Cl -0.135766 -0.297135 4.523570 0.06 -0.16 0.15
Cl 4.338050 -2.294414 1.307810 -0.05 0.01 -0.12
C -6.539115 6.517301 -0.767842 -0.23 0.55 -0.44
C -7.372354 1.344041 -1.212216 -0.23 0.30 -0.60
Cl 2.161463 -4.168147 0.822657 0.36 0.22 -0.15
H 4.106790 2.177495 -4.751261 -0.03 0.00 -0.38
F -5.577605 1.147971 3.620594 1.40 2.36 -4.22
C 2.657193 4.308709 2.859074 -0.14 -0.02 0.10
H -0.359993 -2.950078 2.412576 -0.12 -0.26 -0.13
Cl 6.936020 -6.587912 -7.203338 -0.02 0.15 0.18
Cl 7.160344 -3.699269 -6.904364 -0.03 -0.15 0.12
Cl 4.483274 -4.146065 -0.935908 -0.35 0.64 0.77
H 0.268785 0.607319 -2.712631 0.33 -0.10 0.13
C 4.066400 2.223414 -5.842549 0.10 -0.01 0.05
C -0.783118 -3.742638 -4.176898 0.11 -0.06 -0.18
Br -2.003684 0.253528 1.010537 -0.82 0.96 0.97
Cl 8.890034 -5.461923 -5.360020 -0.24 0.02 -0.04
H 0.007499 2.162809 3.364616 -1.48 0.86 -1.82
Cl 1.243615 -0.445884 1.962511 0.23 0.05 1.14
H 6.541042 -5.288051 -5.277433 0.29 0.00 -0.36
Cl -7.646530 -2.353274 4.419074 0.24 0.07 -0.12
H 2.050771 0.412512 4.003690 -0.22 -0.22 -0.11
Cl -0.143162 -5.283309 2.664927 -0.27 0.18 0.03
C 3.442719 -6.584174 -3.219849 -0.20 -0.18 0.12
H -7.489737 6.785875 -0.300043 0.34 -0.15 -0.11
Cl -8.337896 2.758193 -1.667811 0.21 -0.41 0.16
C -3.285743 2.727416 2.281290 0.21 0.02 -0.02
C 1.438118 -0.448254 3.723711 0.43 -0.24 0.01
H -5.927132 3.051934 1.758923 0.44 -1.15 0.90
Cl 4.796277 3.751312 -6.364449 -0.10 -0.19 0.12
Cl 1.802748 4.358354 4.410535 -0.56 -0.22 -0.44
Cl 4.973400 -5.692946 -3.268755 0.14 -0.52 -0.66
Cl 4.353470 5.248421 5.720769 0.74 0.18 0.06
Cl 2.249874 1.811140 -2.287466 -0.15 -0.08 0.07
Cl 4.972698 0.846819 -6.493192 -0.13 0.16 0.15
Cl 2.368355 2.142377 -6.342288 0.14 0.00 0.11
H 2.917976 -2.422750 -0.568779 0.18 -0.26 0.21
C 5.927354 5.097301 4.920909 0.22 0.01 0.35
H -3.112544 3.288764 1.245541 -0.66 -1.33 1.90
```
Positions in Å, forces in eV/Å.

Values from the calculation:
multiplicity	1
net charge	+1

***

Below is one molecule with the formula C8H11NO at a distorted geometry, with properties calculated with ωB97M-V/def2-TZVPD.

XYZ file:
```
21
Properties=species:S:1:pos:R:3:forces:R:3
H 2.199127 1.096079 -0.972217 0.51 -0.95 -0.18
O 0.108476 0.961452 3.655046 0.25 0.00 0.06
H -2.389626 -1.051538 -0.121905 -0.68 -0.49 0.17
H 1.042877 2.298239 -1.273877 -0.22 -0.27 -0.06
C -0.568492 -0.064306 0.119744 -0.05 -0.23 3.37
H 0.011594 -2.606140 -1.007809 -0.17 0.29 -0.42
C -0.052561 -0.718719 -2.055555 0.07 1.23 -1.11
H 0.528287 2.579502 0.942354 0.30 1.12 0.01
C -1.354756 -1.330849 -0.036508 0.85 0.93 -0.58
H 1.936866 1.599428 1.366729 -0.18 0.00 0.03
C -0.029019 0.691887 1.281745 0.08 -2.25 3.31
H -1.115547 -2.097987 0.667494 -0.56 0.03 1.18
C -0.737784 -1.863079 -1.337627 0.28 -0.84 0.45
H -0.571185 -0.304790 -2.937672 -0.36 -0.23 0.33
H -0.407213 0.591641 4.438355 0.83 0.24 -2.09
H 0.933322 -0.937910 -2.498493 -0.15 -0.22 0.53
C 0.052481 0.300568 -0.946950 3.85 0.85 -2.78
H -1.501078 -2.397953 -1.848880 -0.40 -0.45 -1.02
C 1.016793 1.639006 0.781240 -0.33 0.39 0.41
N -0.298856 0.253011 2.503044 -1.52 0.46 -1.72
C 1.196293 1.362460 -0.718258 -2.40 0.38 0.12
```
Positions in Å, forces in eV/Å.

Values from the calculation:
ΔE to the lowest compared entry with this formula, charge and spin	76.8	kcal/mol
SMILES	O/N=C1\CCC2=C1CCC2
multiplicity	1

***

| no. | HOMO level (eV) | Kohn-Sham gap (Eh) | LUMO energy (eV) |
| --- | --- | --- | --- |
| 1 | -12.0 | 0.2626 | -4.816 |
| 2 | -8.3 | 0.3435 | 1.040 |